{
  "formula": "C36H52B2BrN2O2OsP2",
  "method": "the ωB97M-V functional and the def2-TZVPD basis",
  "charge": 1,
  "spin_multiplicity": 5,
  "orbital_gap_ev": [8.33, 5.72],
  "e_above_lowest_kj_mol": 0.0,
  "s2": 6.03,
  "e_lumo_ev": [-1.60, -4.93],
  "symbols": ["Os", "C", "C", "C", "C", "P", "C", "N", "B", "N", "C", "P", "C", "C", "C", "C", "C", "C", "C", "C", "C", "C", "C", "C", "C", "C", "C", "C", "C", "C", "H", "H", "H", "H", "H", "H", "H", "H", "H", "H", "H", "H", "H", "H", "H", "H", "H", "H", "H", "H", "H", "H", "H", "H", "H", "H", "H", "H", "H", "H", "H", "H", "H", "H", "H", "H", "H", "H", "H", "H", "H", "H", "H", "H", "Br", "C", "C", "C", "C", "C", "C", "H", "H", "H", "H", "O", "B", "O", "C", "C", "C", "C", "C", "C", "H", "H", "H", "H"],
  "positions_angstrom": [[0.471, 0.130, -0.080], [-2.763, 2.193, 0.008], [-1.652, 3.269, -0.050], [-2.175, 4.490, 0.674], [-1.470, 3.538, -1.554], [-0.128, 2.429, 0.685], [-0.526, 2.277, 2.530], [-0.817, 0.866, 2.739], [-0.430, -0.118, 1.826], [-0.630, -1.404, 2.506], [-0.446, -2.627, 1.809], [-0.472, -2.071, 0.017], [0.436, -3.560, -0.674], [0.028, -4.847, 0.051], [0.123, -3.740, -2.162], [1.947, -3.266, -0.528], [-2.310, -2.135, -0.454], [-2.970, -3.505, -0.242], [-2.502, -1.588, -1.852], [-3.043, -1.204, 0.520], [-0.961, -1.111, 3.828], [-1.119, -1.947, 4.928], [-1.436, -1.458, 6.158], [-1.524, -0.073, 6.264], [-1.408, 0.798, 5.182], [-1.123, 0.264, 3.948], [1.364, 3.559, 0.466], [0.979, 5.043, 0.477], [2.366, 3.290, 1.600], [2.023, 3.216, -0.892], [-3.651, 2.666, -0.385], [-2.996, 1.907, 1.052], [-2.493, 1.266, -0.565], [-3.148, 4.701, 0.196], [-1.507, 5.355, 0.527], [-2.291, 4.353, 1.719], [-2.472, 3.901, -1.894], [-1.202, 2.667, -2.129], [-0.766, 4.321, -1.777], [-1.382, 2.968, 2.738], [0.337, 2.593, 3.189], [-1.238, -3.370, 1.961], [0.510, -3.148, 1.994], [-0.966, -4.871, 0.453], [0.721, -4.991, 0.885], [0.068, -5.693, -0.662], [-0.872, -4.109, -2.344], [0.873, -4.436, -2.622], [0.277, -2.857, -2.801], [2.210, -2.968, 0.440], [2.253, -2.504, -1.251], [2.485, -4.229, -0.771], [-2.604, -4.234, -0.993], [-4.035, -3.335, -0.362], [-2.807, -3.872, 0.768], [-1.975, -2.060, -2.663], [-2.299, -0.514, -1.857], [-3.555, -1.739, -2.048], [-3.029, -1.530, 1.541], [-4.065, -1.152, 0.166], [-2.615, -0.200, 0.464], [-0.990, -3.026, 4.766], [-1.632, -2.142, 7.028], [-1.742, 0.349, 7.278], [-1.497, 1.836, 5.384], [0.500, 5.366, 1.380], [0.349, 5.377, -0.372], [1.886, 5.684, 0.392], [1.965, 3.671, 2.547], [3.324, 3.799, 1.399], [2.550, 2.219, 1.681], [1.265, 3.285, -1.684], [2.409, 2.231, -0.821], [2.841, 3.937, -1.039], [7.191, -0.502, 1.470], [5.348, -0.299, 1.043], [4.858, -0.293, -0.272], [3.487, -0.181, -0.531], [2.501, -0.098, 0.491], [3.055, -0.154, 1.829], [4.427, -0.249, 2.060], [5.514, -0.327, -1.133], [3.163, -0.149, -1.576], [2.411, -0.009, 2.683], [4.695, -0.312, 3.108], [-0.533, 0.347, -3.060], [0.531, -0.138, -2.275], [1.575, -0.599, -3.093], [1.072, -0.494, -4.380], [1.595, -1.062, -5.543], [0.855, -0.973, -6.695], [-0.372, -0.321, -6.718], [-0.916, 0.223, -5.541], [-0.183, 0.093, -4.377], [2.497, -1.660, -5.426], [1.263, -1.422, -7.570], [-0.937, -0.245, -7.619], [-1.923, 0.643, -5.506]],
  "forces_ev_per_a": [[1.5, 0.6, 0.2], [0.6, -0.6, 0.6], [0.1, -1.6, -0.5], [0.5, 1.0, -1.3], [-1.0, 0.8, 0.3], [0.0, 0.4, 0.2], [0.2, 0.6, 0.3], [0.0, 1.6, 0.1], [-0.4, -2.0, 0.1], [0.5, 1.6, -0.1], [0.1, -0.2, -0.5], [-0.6, -1.4, 0.4], [-0.1, 0.8, -1.0], [0.7, -0.3, 0.0], [1.3, 0.0, -1.1], [-0.4, -1.7, -1.9], [0.6, -0.2, 1.1], [0.8, -0.1, -0.9], [-0.6, 0.4, 0.3], [0.4, 0.7, -0.8], [-0.2, -0.9, 0.0], [0.2, -1.9, -1.4], [-0.2, 0.1, 1.0], [-0.8, 0.8, 1.7], [0.1, -0.7, 1.0], [0.3, 0.3, 0.3], [0.1, 0.4, -0.1], [0.5, 0.8, -0.9], [-0.2, 0.2, -0.1], [-0.8, 1.1, 0.6], [-0.4, -0.2, -0.3], [0.1, 0.0, -0.4], [-0.3, 1.1, 0.3], [0.3, 0.2, 0.5], [-0.6, -0.3, 0.0], [-0.4, -0.2, 0.9], [0.8, -0.3, 0.0], [0.0, -0.5, -0.1], [0.3, 0.4, 0.0], [0.6, -0.8, 0.0], [-0.9, -0.2, -0.8], [0.0, 0.3, 0.2], [-0.2, 0.4, 0.1], [-0.4, 0.2, 0.1], [-0.1, -0.4, -0.1], [0.3, 0.3, 0.4], [-0.3, -0.2, -0.1], [-0.7, 0.1, 0.6], [-0.2, 0.2, 0.5], [0.5, 0.5, 1.5], [0.0, -0.1, 0.2], [-0.4, 1.0, 0.2], [-0.4, 0.2, 0.5], [-0.2, -0.2, -0.1], [-0.1, -0.1, 0.0], [0.4, -0.3, -0.1], [0.0, -0.2, -0.2], [-0.5, 0.2, -0.3], [0.0, -0.3, 0.5], [-0.4, 0.1, 0.1], [-0.2, -0.3, 0.2], [-0.1, 0.4, 0.1], [0.4, 0.9, -1.0], [0.2, -0.3, -1.1], [0.0, 0.8, -0.1], [-0.3, 0.0, 0.6], [0.3, -0.5, 0.4], [-0.3, -0.6, 0.1], [0.3, -0.1, -0.1], [-0.4, -0.2, 0.0], [0.1, 0.1, 0.1], [0.5, 0.0, -0.1], [0.5, -0.9, -0.3], [-0.3, -0.3, -0.2], [-0.5, 0.1, -0.3], [-0.2, -0.4, -0.9], [-0.1, 0.3, 0.0], [-0.1, 0.0, 0.2], [1.1, -0.1, 0.8], [-0.4, 0.3, -1.7], [-1.1, -0.1, 1.2], [0.2, -0.1, 0.2], [0.3, 0.0, 0.4], [-0.2, -0.3, 0.2], [0.4, 0.1, -0.1], [0.3, 0.0, -0.1], [-0.3, 0.4, -0.3], [-0.8, 0.0, 0.1], [0.0, -0.5, -0.9], [0.4, -0.1, 1.9], [-0.2, 0.3, -0.1], [0.0, 0.4, 1.1], [-0.4, -0.2, -0.1], [0.6, -0.3, 0.1], [0.0, 0.3, -0.4], [0.0, -0.2, -0.6], [-0.2, 0.0, -0.5], [0.3, 0.0, -0.1]]
}

***

{
  "formula": "C4H4O3",
  "method": "the ωB97M-V functional and the def2-TZVPD basis",
  "orbital_gap_ev": 11.47,
  "e_above_lowest_kj_mol": 57.7,
  "e_lumo_ev": 0.61,
  "symbols": ["C", "C", "C", "C", "O", "O", "O", "H", "H", "H", "H"],
  "positions_angstrom": [[2.009, -0.994, 0.384], [2.289, 0.909, -0.181], [1.044, 0.175, 0.446], [-0.253, 0.087, -0.347], [1.990, -2.175, 0.462], [2.605, 2.005, -0.558], [3.008, -0.237, -0.137], [0.768, 0.386, 1.412], [-0.889, -0.788, 0.067], [-0.152, -0.161, -1.489], [-0.846, 0.998, -0.238]],
  "forces_ev_per_a": [[-1.5, -1.0, -0.9], [-1.5, 2.2, 0.6], [0.3, -0.3, -2.5], [-1.1, -2.1, -1.6], [0.1, 0.3, 0.5], [-0.4, -2.0, 0.4], [2.9, -0.1, -0.7], [-0.2, 1.0, 2.4], [1.0, 1.4, -0.5], [0.1, 0.6, 2.2], [0.2, -0.1, -0.1]]
}

***

{
  "formula": "C8H9NOS",
  "method": "the ωB97M-V functional and the def2-TZVPD basis",
  "orbital_gap_ev": 9.04,
  "e_above_lowest_kj_mol": 84.3,
  "smiles": "C=C(O)Nc1ccccc1S",
  "e_lumo_ev": 0.75,
  "symbols": ["C", "C", "C", "C", "C", "C", "C", "C", "N", "O", "S", "H", "H", "H", "H", "H", "H", "H", "H", "H"],
  "positions_angstrom": [[-2.162, -1.457, -0.250], [-2.849, -0.348, 0.216], [-0.842, -1.333, -0.642], [-2.230, 0.886, 0.246], [-0.185, -0.113, -0.570], [-0.907, 1.013, -0.159], [2.160, -0.031, 0.067], [1.978, 0.263, 1.351], [1.180, -0.009, -0.928], [3.369, -0.363, -0.477], [-0.186, 2.629, -0.163], [-2.646, -2.419, -0.300], [-3.875, -0.441, 0.543], [-0.298, -2.195, -1.004], [-2.756, 1.771, 0.569], [0.932, 2.227, -0.762], [2.804, 0.266, 2.037], [1.013, 0.512, 1.743], [1.448, -0.597, -1.710], [4.053, -0.264, 0.193]],
  "forces_ev_per_a": [[0.0, 0.0, 0.0], [-0.1, 0.0, 0.0], [0.1, 0.0, 0.0], [0.1, -0.1, 0.0], [-0.4, 0.1, 0.1], [0.4, 0.3, -0.1], [0.1, 0.1, 0.2], [0.0, -0.1, 0.0], [0.5, -0.3, -0.3], [-0.2, 0.1, -0.2], [-0.3, 0.0, 0.1], [-0.1, -0.1, 0.0], [-0.1, 0.0, 0.0], [0.1, -0.1, 0.0], [-0.1, 0.0, 0.0], [0.2, 0.0, -0.1], [0.2, 0.0, 0.1], [-0.3, 0.1, 0.0], [-0.1, 0.1, 0.1], [-0.1, 0.0, 0.0]]
}